[1]
Density functional theory data (the ωB97M-V functional and the def2-TZVPD basis) for an isolated molecule of C4H10O2.

HOMO: -0.33173 hartree
SMILES: COCCOC
energy above the lowest of the compared OMol25 structures with the same formula, charge and spin: 87.2 kcal per mole
strongest force on any atom: 4.4 eV/A

Geometry as XYZ:
```
16
Properties=species:S:1:pos:R:3:forces:R:3
C -0.52515 0.97533 -2.77809 -0.01 0.17 -0.24
O -0.53317 0.02180 -1.74774 -0.02 -0.09 0.03
C -0.22663 0.58969 -0.49665 0.06 0.02 0.29
C -0.23415 -0.52335 0.55388 -0.19 -0.07 0.03
O 0.87340 -0.32646 1.40793 -0.17 0.04 0.08
C 0.99984 -1.16430 2.50351 -1.35 2.13 3.55
H -0.70364 0.44411 -3.71616 0.01 0.10 0.14
H -1.31333 1.73218 -2.63793 0.11 -0.12 0.00
H 0.44474 1.49428 -2.84038 -0.14 -0.10 0.02
H 0.77503 1.04850 -0.51148 -0.11 -0.11 0.01
H -0.95149 1.38484 -0.25273 0.11 -0.15 -0.02
H -1.15527 -0.50850 1.15151 -0.01 -0.02 -0.15
H -0.15881 -1.49045 0.04101 -0.04 0.08 0.04
H 0.46263 -0.73370 3.58653 1.77 1.66 -1.54
H 0.20366 -1.75591 2.94469 0.13 -2.59 -2.29
H 2.04235 -1.18805 2.79211 -0.16 -0.97 0.05
```
Forces are in eV/Å.

Mulliken population analysis, charges in e, atoms 1 to 5: -0.694 -0.304 -0.421 -0.415 -0.302

---

[2]
Density functional theory data (the ωB97M-V functional and the def2-TZVPD basis) for a structure of composition C4H10O2.

HOMO: -0.36140 hartree
energy above the lowest of the compared OMol25 structures with the same formula, charge and spin: 100.4 kcal per mole
strongest force on any atom: 0.4 eV/A

Geometry as XYZ:
```
16
Properties=species:S:1:pos:R:3:forces:R:3
C 0.64934 -1.74340 0.97449 0.00 -0.04 0.03
C 0.51454 -0.38502 0.30814 -0.24 -0.09 0.26
O 1.52354 -0.28460 -0.66468 0.05 0.16 -0.13
C -0.86968 -0.19917 -0.32384 0.02 -0.02 -0.04
C -1.05520 1.17802 -0.91505 -0.20 -0.10 0.06
O -0.04516 1.74023 -1.58441 0.02 -0.01 -0.14
H 1.65939 -1.85370 1.37901 -0.14 0.02 -0.05
H -0.07260 -1.86510 1.78948 0.10 0.03 -0.12
H 0.49121 -2.53730 0.23647 0.01 0.11 0.10
H 0.63481 0.40179 1.08080 0.03 -0.10 -0.13
H 1.30918 0.51584 -1.18321 0.09 -0.11 0.01
H -1.68137 -0.42097 0.38027 0.13 0.03 -0.08
H -0.95753 -0.89092 -1.17385 -0.01 0.07 0.07
H -1.18319 1.94187 0.28514 0.00 -0.04 -0.07
H -2.08020 1.39059 -1.26560 0.15 -0.04 0.04
H -0.51644 2.21825 -0.34777 -0.01 0.12 0.17
```
Forces are in eV/Å.

Mulliken population analysis, charges in e, atoms 1 to 5: -1.406 0.432 -0.560 -0.866 0.236

---

[3]
Density functional theory data (the ωB97M-V functional and the def2-TZVPD basis) for a cluster of 2 separate species, C4H10O2 in total.

HOMO: -0.36486 hartree
SMILES: C[C@@H]1CO1.CO
energy above the lowest of the compared OMol25 structures with the same formula, charge and spin: 46.3 kcal per mole
strongest force on any atom: 0.4 eV/A

Geometry as XYZ:
```
16
Properties=species:S:1:pos:R:3:forces:R:3
C -2.71315 0.61127 0.18033 -0.02 -0.02 -0.02
C -1.21726 0.65347 0.31530 -0.14 0.08 0.09
C -0.33191 0.55756 -0.84457 0.04 0.24 -0.22
O -0.53381 -0.56783 0.01012 -0.03 -0.22 0.10
H -3.16749 0.11519 1.04355 0.07 0.08 -0.09
H -2.99593 0.05921 -0.72027 0.04 0.08 0.09
H -3.11877 1.62546 0.11318 0.04 -0.11 0.02
H -0.82659 1.15327 1.20338 -0.03 -0.07 -0.15
H -0.76530 0.45356 -1.83801 0.05 0.02 0.14
H 0.66541 0.99065 -0.79161 -0.14 -0.05 -0.03
C 2.79207 -1.04746 0.05767 0.31 -0.19 -0.23
O 2.04779 -0.30888 0.99703 -0.20 -0.06 0.08
H 2.50251 -2.10755 0.02910 0.03 0.17 0.05
H 2.70197 -0.64566 -0.96474 -0.03 -0.03 0.16
H 3.84447 -0.99155 0.34680 -0.10 -0.01 -0.05
H 1.11602 -0.55069 0.86275 0.10 0.09 0.06
```
Forces are in eV/Å.

Mulliken population analysis, charges in e, atoms 1 to 5: -1.289 0.444 -0.517 -0.514 0.289

---

[4]
Density functional theory data (the ωB97M-V functional and the def2-TZVPD basis) for the ion C4H10O2P with charge -1.

total charge: -1
HOMO: -0.10777 hartree
SMILES: C=[P@]([O-])(O)C(C)C
energy above the lowest of the compared OMol25 structures with the same formula, charge and spin: 34.8 kcal per mole
strongest force on any atom: 4.3 eV/A

Geometry as XYZ:
```
17
Properties=species:S:1:pos:R:3:forces:R:3
C 1.93926 -2.00261 0.30429 -2.53 2.52 -2.44
P 0.34883 -0.95016 -0.46868 3.19 -1.83 -0.62
O -0.88337 -1.75628 -0.66683 -0.90 -0.18 0.02
O 0.94757 -0.57142 -2.02474 -0.35 1.98 1.99
C -0.17512 0.73291 0.25870 2.87 -0.98 -0.17
C -1.01896 0.32059 1.41636 0.28 -0.21 -0.74
C -0.75983 1.66090 -0.76012 1.68 -0.59 -1.66
H 2.52859 -1.10079 0.48693 0.84 0.27 0.09
H 1.50729 -2.18605 1.25000 -0.60 -0.70 1.76
H 0.84030 -1.36652 -2.50264 -0.10 -1.48 -0.79
H 0.80877 1.11166 0.73099 -1.36 -0.18 -0.98
H -2.06021 0.29482 1.20776 -0.93 0.05 -0.11
H -0.68144 -0.65870 1.59472 -0.15 -1.57 1.04
H -0.74726 0.89385 2.24347 -0.16 1.14 1.62
H -1.65685 2.08293 -0.40945 -1.04 1.06 0.48
H -1.00889 1.11757 -1.72091 0.38 0.61 0.95
H 0.07131 2.37731 -0.93983 -1.11 0.10 -0.44
```
Forces are in eV/Å.

Mulliken population analysis, charges in e, atoms 1 to 5: -0.852 0.523 -0.741 -0.575 0.609

---

[5]
Density functional theory data (the ωB97M-V functional and the def2-TZVPD basis) for a structure of composition C4H10O2PPtS5Sb.

<S²>: 2.015
total charge: -2
HOMO (spin up / spin down): -0.03267 / -0.03210 hartree
2S+1: 3
energy above the lowest of the compared OMol25 structures with the same formula, charge and spin: 0.0 kcal per mole
strongest force on any atom: 0.2 eV/A

Geometry as XYZ:
```
24
Properties=species:S:1:pos:R:3:forces:R:3
Pt -0.38304 0.04330 0.35262 0.10 0.13 0.00
S 1.99170 -2.30739 -3.62696 0.01 0.00 0.02
Sb 2.13590 -1.05210 -1.69498 -0.06 0.04 -0.01
S 0.63654 -2.04179 -0.03467 0.01 -0.03 0.04
S 0.35315 0.68176 -1.72275 -0.02 -0.09 -0.04
C -4.59619 3.77624 1.92267 0.02 0.00 0.03
C -3.52958 4.23099 2.90705 -0.03 -0.03 -0.06
O -2.23236 4.13387 2.35963 0.07 -0.04 0.08
P -1.47893 2.62017 2.46614 -0.04 0.08 0.02
S -0.57213 -0.46450 2.48762 -0.06 -0.08 -0.03
S -1.56639 2.13049 0.45953 -0.01 -0.06 -0.03
O 0.04492 3.14089 2.75228 -0.05 0.00 -0.03
C 0.83193 3.83506 1.78159 0.06 0.06 -0.01
C 2.00331 2.97761 1.35400 0.01 0.02 -0.01
H -5.59609 3.90447 2.34828 0.00 0.01 0.01
H -4.44736 2.72600 1.67032 -0.02 0.00 -0.02
H -4.52397 4.35086 0.99834 -0.01 0.00 0.00
H -3.60008 3.63630 3.82771 0.01 0.00 0.01
H -3.68152 5.28135 3.17645 0.00 0.00 0.00
H 1.17338 4.76028 2.25809 -0.01 0.00 0.01
H 0.21858 4.09767 0.91770 0.00 -0.01 0.01
H 2.58904 2.67366 2.22392 0.01 -0.01 0.00
H 2.64802 3.53749 0.67047 0.00 -0.01 0.00
H 1.65296 2.08361 0.83744 0.00 0.02 0.02
```
Forces are in eV/Å.

Mulliken population analysis, charges in e, atoms 1 to 5: 0.728 -0.829 0.363 -0.563 -0.584

---

[6]
Density functional theory data (the ωB97M-V functional and the def2-TZVPD basis) for a cluster of 2 separate species, C4H10O2PS in total.

total charge: -1
HOMO (spin up / spin down): -0.09959 / -0.10093 hartree
energy above the lowest of the compared OMol25 structures with the same formula, charge and spin: 122.9 kcal per mole
strongest force on any atom: 4.2 eV/A

Geometry as XYZ:
```
18
Properties=species:S:1:pos:R:3:forces:R:3
C -0.29204 -2.61222 -0.64752 -0.54 -1.75 -0.50
C 1.10233 1.85546 0.02145 -2.17 1.73 2.05
C -0.10238 -1.31590 0.01318 -0.38 1.52 0.29
C -0.34074 1.61358 -0.23277 -0.69 -1.09 -2.15
O -3.98926 1.70664 1.04944 -0.06 1.54 0.95
O -2.07341 -0.09624 -1.44844 -3.63 -0.31 -0.17
P -0.60675 -0.00516 -1.24090 3.51 0.60 1.44
S -3.92906 0.46588 0.27338 0.32 -1.67 -1.18
H 0.65887 -3.05413 -0.97477 -0.48 0.18 -0.76
H -0.56853 -3.22244 0.18186 -0.59 -1.37 0.23
H -1.13968 -2.58185 -1.37026 0.83 -0.39 0.14
H 1.27996 1.31036 0.91088 1.12 -0.11 1.16
H 1.61175 1.47605 -0.74699 2.40 -1.78 -3.01
H 1.32682 2.91876 0.02829 0.27 0.19 0.70
H 0.96566 -1.26148 0.16621 0.35 0.70 0.72
H -0.69874 -1.38000 0.95469 0.55 0.85 -0.36
H -0.62139 2.12423 -1.14923 -0.51 1.19 0.29
H -1.00810 1.81810 0.59010 -0.33 -0.03 0.17
```
Forces are in eV/Å.

Mulliken population analysis, charges in e, atoms 1 to 5: -1.121 -1.336 -0.456 -0.418 -0.412